[1]
{"formula": "C3H14N2O2", "method": "ωB97M-V with the def2-TZVPD basis set", "elements": ["C", "C", "N", "C", "N", "H", "H", "H", "H", "H", "H", "H", "H", "H", "H", "O", "H", "H", "O", "H", "H"], "positions_angstrom": [[1.18531, 1.97528, 1.52333], [0.49666, 1.62072, 0.18246], [0.21025, 0.21943, 0.28366], [1.32008, 2.00214, -1.01083], [0.81266, 1.34326, -2.26308], [2.14987, 1.50188, 1.70830], [1.33351, 3.06305, 1.59420], [0.64000, 1.57208, 2.37527], [-0.46407, 2.15341, 0.13063], [-0.67998, 0.00134, 0.69350], [0.53378, -0.54182, -0.28917], [2.30372, 1.56761, -0.78670], [1.50416, 3.05587, -1.22383], [0.12505, 1.99981, -2.61024], [1.56698, 1.34303, -2.94603], [-2.02663, -2.18776, 6.08198], [-2.25053, -1.59097, 6.80765], [-1.56134, -1.66745, 5.45200], [-1.42465, -4.03060, -4.92274], [-0.89705, -3.55377, -5.57295], [-1.95819, -3.22630, -4.91034]], "atomic_forces_ev_per_a": [[0.16, 0.94, -0.13], [-0.30, 0.10, 1.33], [-0.51, -1.34, 0.31], [1.22, -1.54, -1.18], [0.33, 0.70, 0.69], [0.27, -0.10, -0.83], [-0.12, -0.16, 0.34], [-0.62, 0.44, -0.12], [0.08, 0.10, 0.11], [-0.02, 0.04, -0.07], [0.18, 0.75, -0.55], [0.08, 0.06, -0.32], [-0.35, 0.22, 0.75], [-0.25, -0.24, -0.41], [-0.16, 0.01, 0.07], [-0.67, -0.57, 0.98], [0.09, -0.12, -0.22], [0.59, 0.69, -0.76], [-0.06, 1.49, -0.72], [1.48, -1.16, -0.56], [-1.41, -0.33, 1.28]], "nbo_charge": [-0.61, -0.06, -0.88, -0.23, -0.83, 0.21, 0.19, 0.21, 0.17, 0.37, 0.39, 0.18, 0.19, 0.34, 0.35, -0.94, 0.47, 0.47, -0.91, 0.45, 0.45], "e_lumo_ev": 0.79, "homo_ha": -0.3105, "energy_ha": -382.63935, "homo_lumo_gap_ev": 9.24}



[2]
{"formula": "C27H35IIrN4P2", "method": "ωB97M-V with the def2-TZVPD basis set", "elements": ["Ir", "C", "C", "C", "C", "C", "C", "C", "C", "C", "H", "H", "H", "H", "H", "H", "H", "H", "H", "H", "H", "H", "H", "H", "H", "P", "P", "N", "N", "N", "N", "C", "C", "C", "C", "C", "C", "C", "C", "C", "C", "C", "C", "C", "C", "C", "C", "C", "C", "H", "H", "H", "H", "H", "H", "H", "H", "H", "H", "H", "H", "H", "H", "H", "H", "H", "H", "H", "H", "I"], "positions_angstrom": [[0.27187, 1.13266, -0.90161], [-1.16878, 1.22418, -2.27722], [-0.23986, 0.17069, -2.63823], [0.84850, 0.32714, -3.67324], [1.79868, 1.49255, -3.37793], [1.75573, 1.90956, -1.92325], [0.81860, 2.94687, -1.50121], [-0.19378, 3.56381, -2.42747], [-1.20017, 2.54759, -3.00391], [0.37264, 1.83221, 1.03213], [-2.15213, 0.88028, -1.94413], [-0.64915, -0.84267, -2.59743], [0.44114, 0.39682, -4.69397], [1.43546, -0.60425, -3.65839], [2.81880, 1.17110, -3.62400], [1.58153, 2.35917, -4.01328], [2.70202, 1.87244, -1.37773], [1.18684, 3.61953, -0.72873], [0.28460, 4.14345, -3.22620], [-0.76724, 4.28357, -1.82620], [-2.20637, 2.96520, -2.86360], [-1.07104, 2.41918, -4.08796], [-0.55922, 2.36223, 1.27577], [1.19511, 2.55926, 1.00093], [0.57673, 1.09973, 1.82202], [1.23479, -0.93176, 0.02523], [-1.54398, -0.81435, 0.68076], [3.16987, -0.56789, -0.24304], [1.66641, -1.67074, 1.58971], [-2.97859, 0.02999, 0.12628], [-2.22559, -1.58161, 2.07307], [0.33871, -2.36349, -0.65430], [-1.20672, -2.18950, -0.45932], [3.72062, 0.41092, 0.58503], [5.10925, 0.34502, 0.53589], [5.44133, -0.70540, -0.36437], [4.23398, -1.25861, -0.80102], [1.83400, -1.00882, 2.81224], [2.76406, -1.70195, 3.57112], [3.23432, -2.79807, 2.78096], [2.55289, -2.76752, 1.58164], [-3.23404, 1.46055, 0.57794], [-4.61978, 1.69018, 0.21401], [-5.15238, 0.53480, -0.31892], [-4.15851, -0.45972, -0.33395], [-3.41824, -2.31133, 2.12178], [-3.89760, -2.28477, 3.42675], [-3.00364, -1.49258, 4.19924], [-2.00405, -1.03788, 3.35085], [0.70927, -3.27373, -0.16362], [0.61392, -2.43446, -1.71761], [-1.71112, -1.97812, -1.41747], [-1.65362, -3.10673, -0.04914], [3.09898, 1.06998, 1.17226], [5.78964, 0.97167, 1.09654], [6.43609, -1.02165, -0.64443], [4.06891, -2.09402, -1.46949], [1.24743, -0.13337, 3.04729], [3.09348, -1.43512, 4.56326], [4.01188, -3.49808, 3.04614], [2.61027, -3.40891, 0.71637], [-2.43670, 2.11610, 0.23478], [-5.16241, 2.58148, 0.49047], [-6.16450, 0.38570, -0.67867], [-4.23910, -1.48466, -0.69025], [-3.78871, -2.81141, 1.23784], [-4.80073, -2.75336, 3.79321], [-3.09450, -1.24188, 5.24339], [-1.10860, -0.46791, 3.52802], [-3.25746, 1.66071, 2.81835]], "atomic_forces_ev_per_a": [[-1.55, -2.11, 5.93], [-1.55, -0.88, -1.62], [-1.42, -0.94, -1.89], [0.42, -0.54, -0.13], [0.48, -0.13, -0.35], [2.25, 2.71, -1.46], [2.52, 1.09, -1.68], [-0.64, 0.46, 0.10], [-0.34, 0.62, -0.11], [-0.25, 0.29, 1.69], [0.24, -0.04, -0.18], [0.21, 0.34, 0.10], [-0.15, -0.02, 0.29], [-0.16, 0.19, -0.05], [-0.26, 0.19, 0.04], [-0.02, -0.13, 0.13], [-0.11, -0.06, -0.13], [-0.21, -0.26, 0.14], [0.10, -0.12, 0.17], [0.23, -0.07, -0.20], [0.24, -0.13, -0.21], [0.06, -0.17, 0.29], [0.20, -0.03, 0.01], [-0.11, -0.20, 0.13], [-0.23, 0.35, -0.35], [4.63, 0.40, 1.13], [-0.28, 1.48, 0.02], [-1.40, -0.41, -0.31], [-1.01, 0.61, -0.26], [0.99, 1.62, 0.92], [-0.74, -0.36, 0.89], [0.47, -0.61, -0.74], [-0.32, -0.34, -0.36], [0.42, 0.02, 0.11], [-1.21, -0.25, -0.29], [-1.38, -0.29, -0.10], [0.68, -0.02, -0.11], [0.63, -0.70, 0.53], [-0.73, 0.63, -0.90], [-0.67, 0.37, -0.92], [0.12, 0.28, 0.73], [0.02, -2.06, -1.52], [0.15, -0.21, -0.31], [0.30, -0.68, -0.14], [-1.23, -0.12, -0.40], [1.00, 0.41, 0.74], [0.51, 0.58, 0.72], [-1.56, -0.84, -0.27], [0.18, -0.21, -1.89], [-0.25, 0.31, -0.15], [-0.30, -0.10, 0.20], [0.24, -0.18, 0.34], [0.28, 0.13, -0.24], [-0.01, -0.06, -0.02], [-0.13, -0.03, -0.14], [-0.19, -0.05, -0.04], [0.02, 0.14, 0.07], [0.22, -0.11, 0.06], [-0.08, -0.03, -0.04], [-0.18, -0.07, 0.01], [0.19, 0.02, 0.10], [-0.07, 0.07, 0.39], [0.09, 0.09, -0.26], [0.18, 0.06, 0.16], [-0.03, 0.29, 0.10], [-0.08, 0.04, 0.18], [0.14, -0.03, -0.09], [0.02, -0.10, 0.05], [0.06, -0.08, 0.16], [0.33, -0.03, 1.21]], "mulliken_spin": [1.35, 0.08, 0.18, 0.04, 0.06, 0.17, 0.02, 0.04, 0.03, 0.39, 0.03, 0.02, 0.03, 0.00, 0.00, 0.00, 0.01, 0.03, 0.01, 0.01, 0.00, 0.00, 0.02, 0.04, -0.11, 0.20, 0.27, 0.02, 0.01, 0.09, 0.03, 0.00, -0.05, -0.01, 0.00, 0.00, 0.00, 0.00, 0.00, 0.01, 0.00, -0.02, 0.31, -0.05, 0.38, 0.28, 0.03, 0.16, 0.26, 0.00, 0.01, 0.01, 0.00, 0.00, 0.00, 0.00, 0.00, 0.00, 0.00, 0.00, 0.00, 0.00, 0.00, 0.01, 0.01, 0.01, 0.00, 0.00, 0.02, 0.57], "multiplicity": 6, "e_lumo_ev": [-6.05, -9.16], "homo_ha": [-0.4566, -0.4678], "energy_ha": -2352.70539, "charge": 2, "homo_lumo_gap_ev": [6.38, 3.57]}



[3]
{"formula": "C34H40N4O2P2Ru", "method": "ωB97M-V with the def2-TZVPD basis set", "elements": ["Ru", "C", "C", "C", "C", "C", "C", "C", "C", "C", "H", "H", "H", "H", "H", "H", "H", "H", "H", "H", "H", "H", "H", "H", "H", "P", "P", "N", "N", "N", "N", "C", "C", "C", "C", "C", "C", "C", "C", "C", "C", "C", "C", "C", "C", "C", "C", "C", "C", "H", "H", "H", "H", "H", "H", "H", "H", "H", "H", "H", "H", "H", "H", "H", "H", "H", "H", "H", "H", "O", "C", "O", "C", "C", "C", "C", "C", "C", "H", "H", "H", "H", "H"], "positions_angstrom": [[0.07199, 1.30519, -1.50318], [-1.52000, 1.58702, -4.04840], [-1.38316, 0.26436, -3.78110], [-0.43246, -0.67558, -4.48625], [1.01163, -0.13826, -4.63192], [1.45524, 0.62947, -3.41398], [1.05423, 1.93334, -3.09715], [0.54552, 2.91949, -4.09327], [-0.61566, 2.37759, -4.95056], [1.10173, 0.87337, 1.16381], [-2.47472, 2.12205, -3.82224], [-2.18032, -0.26160, -3.30405], [-0.85407, -0.92938, -5.48336], [-0.40570, -1.63571, -3.93217], [1.65715, -1.01826, -4.76508], [1.13443, 0.40352, -5.60437], [2.47673, 0.26627, -3.08639], [1.72654, 2.47346, -2.45166], [1.38838, 3.21868, -4.71669], [0.22270, 3.82017, -3.55984], [-1.15997, 3.24613, -5.36076], [-0.23861, 1.80576, -5.82116], [0.43326, 1.74675, 1.22998], [2.00535, 1.41730, 1.40200], [0.70526, 0.28716, 1.99564], [1.39477, -0.13225, -0.25693], [-1.19204, -0.90581, 0.67159], [3.16840, 0.75539, -0.89418], [2.66637, -1.58270, 0.54384], [-1.86015, 0.41304, -0.25625], [-2.56486, -1.90760, 1.05127], [0.67749, -1.53605, -1.27342], [-0.73059, -1.88884, -0.84042], [2.97904, 2.10637, -0.80240], [4.18042, 2.77191, -1.16898], [5.09331, 1.78842, -1.61432], [4.44785, 0.54691, -1.41724], [3.52766, -1.21533, 1.55893], [4.26302, -2.34362, 2.01369], [3.83770, -3.44506, 1.24331], [2.85313, -2.93553, 0.35398], [-1.29333, 1.75396, -0.05745], [-2.09793, 2.62039, -0.86925], [-3.07839, 1.85779, -1.52569], [-2.85621, 0.51497, -1.19232], [-3.84705, -2.04591, 0.52962], [-4.56796, -2.95754, 1.28912], [-3.69129, -3.43788, 2.30722], [-2.47109, -2.81379, 2.11352], [1.23724, -2.47647, -1.28038], [0.70019, -1.24886, -2.31722], [-1.47932, -1.61182, -1.59301], [-0.84228, -2.93691, -0.54388], [1.96439, 2.48315, -0.48060], [4.33043, 3.84305, -1.15531], [6.09230, 1.96962, -2.05842], [4.83244, -0.44905, -1.61110], [3.56376, -0.19554, 1.92596], [5.01212, -2.31936, 2.80416], [4.20833, -4.47573, 1.29413], [2.32184, -3.55416, -0.36113], [-1.05338, 2.03554, 0.96098], [-2.03627, 3.69818, -0.68646], [-3.82022, 2.23463, -2.20643], [-3.35129, -0.37510, -1.59761], [-4.16328, -1.42508, -0.28419], [-5.60702, -3.22022, 1.13660], [-3.91278, -4.13135, 3.10523], [-1.55512, -2.91970, 2.66369], [0.03848, -1.39118, 3.54057], [-0.89018, -0.56920, 3.55791], [-1.42758, -0.02816, 2.48573], [-1.39778, -0.13332, 4.89920], [-1.98596, 1.11163, 5.22741], [-2.27986, 1.43908, 6.57408], [-1.95509, 0.55043, 7.60787], [-1.36543, -0.68249, 7.30454], [-1.05713, -0.98206, 5.97200], [-2.19288, 1.83413, 4.43355], [-2.71453, 2.41685, 6.83527], [-2.18790, 0.78234, 8.63528], [-1.09239, -1.40004, 8.08887], [-0.49763, -1.89234, 5.73763]], "atomic_forces_ev_per_a": [[-0.35, -1.01, -0.66], [-1.18, -0.40, -0.95], [0.01, 0.69, -1.25], [0.20, -0.14, -0.08], [-0.41, -0.68, -0.75], [1.71, 0.62, 0.17], [2.56, -0.03, -2.83], [-1.05, 0.19, -0.20], [0.15, 0.46, -0.29], [0.38, 0.48, 3.16], [1.13, -0.67, 0.29], [-0.45, 0.01, 0.38], [0.18, 0.18, 0.53], [-0.07, 0.42, -0.29], [-0.05, 0.26, 0.17], [-0.06, -0.07, 1.04], [-1.59, 0.63, 0.38], [0.57, 0.01, 0.46], [0.07, 0.03, -0.05], [-0.05, -0.02, -0.10], [0.13, -0.47, 0.13], [-0.34, 0.23, 0.63], [0.55, -0.97, -1.17], [0.88, -0.59, 0.36], [0.91, -0.18, 0.23], [3.68, 0.54, -4.72], [-3.47, -1.45, 0.52], [-1.58, -0.37, 0.68], [0.07, 0.65, 0.90], [0.44, 1.60, 0.71], [0.53, -0.24, 0.60], [0.06, -1.55, -0.12], [0.25, -0.21, 0.20], [1.13, 1.27, 0.49], [-1.77, -0.42, 0.10], [-0.79, -1.16, 0.30], [0.43, 0.19, 0.04], [-0.66, -0.55, -0.71], [-0.05, -1.52, -0.59], [1.02, 1.34, 1.27], [-0.08, 0.55, 0.29], [-3.57, 0.36, 0.38], [-0.27, -0.24, 1.56], [0.84, -0.37, 0.49], [-0.65, 0.30, 0.30], [-0.72, -0.18, 0.40], [0.87, 0.77, -0.47], [0.93, 0.65, -0.57], [-0.83, -0.25, 0.40], [0.21, 0.56, 0.37], [0.07, 0.46, 0.30], [0.10, -0.32, 0.20], [0.04, 0.17, -0.22], [1.71, 0.01, -0.19], [-0.05, -0.13, -0.03], [-0.88, -0.35, 0.54], [-0.19, 0.18, 0.08], [0.05, -0.19, -0.13], [-0.27, -0.08, -0.31], [-0.31, 0.60, -0.06], [0.04, 0.36, 0.12], [-0.35, -0.04, -0.37], [-0.10, -0.40, -0.66], [-0.14, -0.13, -0.01], [0.29, 0.63, 0.30], [-0.26, -0.12, 0.04], [0.21, 0.05, -0.03], [0.03, -0.02, -0.19], [0.11, 0.03, 0.12], [-1.03, 0.87, -1.17], [1.50, -1.02, 1.16], [-0.33, 0.29, -1.18], [-0.04, 0.81, 1.30], [-0.17, -0.23, 0.15], [0.41, -0.06, -0.47], [-0.16, -0.45, -0.75], [0.21, 0.19, -0.57], [0.07, -0.36, 0.08], [-0.07, -0.22, 0.29], [0.21, -0.59, -0.34], [0.00, 0.18, 0.06], [-0.17, 0.43, -0.36], [-0.38, 0.27, 0.15]], "mulliken_spin": [1.84, -0.06, 0.15, -0.02, 0.03, -0.10, 0.05, 0.01, 0.00, 0.02, 0.00, -0.01, 0.00, 0.00, 0.00, 0.00, 0.00, 0.01, 0.00, 0.00, 0.00, 0.00, -0.02, 0.00, -0.03, -0.04, 0.34, -0.03, 0.03, -0.01, 0.00, 0.05, 0.23, 0.06, 0.01, 0.00, 0.00, 0.35, 0.11, 0.12, 0.34, -0.08, 0.11, -0.01, 0.09, 0.01, 0.00, 0.01, 0.00, 0.00, 0.01, -0.01, 0.02, -0.05, 0.00, 0.00, 0.00, 0.03, 0.00, 0.00, 0.02, 0.02, -0.01, 0.01, -0.01, -0.01, 0.00, 0.00, 0.00, 0.02, -0.01, 0.33, 0.05, 0.00, 0.00, 0.00, 0.00, 0.00, 0.00, 0.00, 0.00, 0.00, 0.00], "multiplicity": 5, "e_lumo_ev": [-6.61, -8.43], "homo_ha": [-0.4818, -0.4810], "energy_ha": -2465.72449, "charge": 2, "homo_lumo_gap_ev": [6.50, 4.66]}



[4]
{"formula": "C5H10NO", "method": "ωB97M-V with the def2-TZVPD basis set", "elements": ["C", "C", "C", "C", "C", "N", "O", "H", "H", "H", "H", "H", "H", "H", "H", "H", "H"], "positions_angstrom": [[-0.67434, 1.37621, -0.09091], [-1.57446, 0.37541, -0.51416], [0.75337, -0.73899, 0.41058], [-0.10405, -0.03362, -0.55062], [0.37356, -0.42762, 1.85498], [0.48328, -0.30257, -1.84345], [1.91854, -1.36319, 0.39515], [-0.33103, 2.24601, -0.81102], [-0.40145, 1.46554, 0.94972], [-2.32904, -0.12343, 0.12987], [-1.87113, 0.56752, -1.54912], [-0.68838, -0.62036, 2.01378], [0.53709, 0.57561, 2.23340], [0.86351, -1.05422, 2.55733], [2.36107, -1.69015, -0.48313], [0.71419, 0.58319, -2.23965], [-0.03072, -0.83533, -2.46274]], "atomic_forces_ev_per_a": [[3.09, 2.51, -1.39], [-3.21, -0.27, -1.06], [-2.56, -0.06, 3.90], [4.20, -1.31, -1.17], [-0.72, -0.23, -0.42], [-0.91, 3.47, 2.62], [2.51, -1.27, -3.18], [-1.09, -1.68, 1.51], [-0.39, 0.44, -0.18], [0.84, 0.05, -0.43], [-0.54, -0.45, 0.40], [-0.21, 0.02, -0.08], [0.38, 0.37, -0.23], [0.70, -0.81, 0.31], [-1.67, 1.07, 2.10], [0.26, 0.71, -1.07], [-0.69, -2.56, -1.63]], "mulliken_spin": [0.14, 0.23, 0.74, 0.11, -0.01, 0.54, 0.15, 0.02, 0.01, 0.02, 0.00, 0.01, 0.03, 0.01, -0.01, -0.02, 0.02], "multiplicity": 3, "e_lumo_ev": [-3.25, -9.22], "homo_ha": [-0.3976, -0.5717], "energy_ha": -326.01391, "charge": 1, "homo_lumo_gap_ev": [7.57, 6.34]}